--- a ---
C2H6N4O | ωB97M-V with the def2-TZVPD basis set

ORCA input file:
```
! RIJCOSX wB97M-V def2-TZVPD def2/J DEFGRID3
* xyz 0 1
H -3.25 0.38 0.57
N -3.10 -0.13 -0.24
C -1.91 -0.17 -0.54
N -0.97 0.39 0.46
O 0.18 -0.51 0.07
C 1.49 0.12 -0.13
N 2.30 -0.92 -0.26
N 1.70 1.39 -0.25
H 0.86 1.94 -0.54
H -1.52 -0.53 -1.41
H -1.11 0.24 1.46
H 2.02 -1.50 0.78
H 3.32 -0.68 0.05
*
```

The SMILES is [H]/N=C\NO/C(N)=N\[H]. The calculation puts the LUMO energy at 0.493 eV. The frontier orbital gap comes out at 10.37 eV.

The molecule's natural (NBO) atomic charges, reported in e, are given here:
1 H 0.329
2 N -0.624
3 C 0.288
4 N -0.371
5 O -0.463
6 C 0.663
7 N -0.784
8 N -0.756
9 H 0.376
10 H 0.188
11 H 0.374
12 H 0.377
13 H 0.403

=====

--- b ---
C2H6N4O | ωB97M-V with the def2-TZVPD basis set

ORCA input file:
```
! RIJCOSX wB97M-V def2-TZVPD def2/J DEFGRID3
* xyz 0 1
H 0.03 -2.27 -0.51
N -0.48 -1.69 -1.36
C -0.74 -0.55 -0.95
N -1.45 0.41 -1.59
O -0.40 0.13 0.26
C 0.24 -0.65 1.03
N 1.36 -0.30 1.74
N 1.69 1.03 1.12
H -1.38 0.70 -2.78
H -1.29 1.22 -1.01
H -0.32 -1.40 1.56
H 0.78 1.45 0.75
H 1.97 1.93 1.73
*
```

The SMILES is [H]/N=C(/N)O/C=N\N. The calculation puts the LUMO energy at 0.571 eV. The frontier orbital gap comes out at 9.68 eV.

The molecule's natural (NBO) atomic charges, reported in e, are given here:
1 H 0.362
2 N -0.688
3 C 0.653
4 N -0.825
5 O -0.542
6 C 0.268
7 N -0.208
8 N -0.718
9 H 0.425
10 H 0.385
11 H 0.179
12 H 0.340
13 H 0.370

=====

--- c ---
C2H6N4O | ωB97M-V with the def2-TZVPD basis set

ORCA input file:
```
! RIJCOSX wB97M-V def2-TZVPD def2/J DEFGRID3
* xyz 0 1
H -1.52 2.21 0.17
N -0.78 1.53 0.01
C -1.09 0.32 -0.05
N -2.22 -0.47 -0.15
C 0.25 -0.38 -0.27
O 0.49 -1.69 -0.08
N 1.01 0.61 -0.33
N 2.40 0.34 -0.09
H -2.07 -1.45 -0.29
H -3.11 -0.14 0.14
H 1.46 -1.80 0.20
H 2.55 -0.44 0.57
H 2.64 1.36 0.17
*
```

The SMILES is [H]/N=C(N)/C(O)=N/N. The calculation puts the LUMO energy at 0.546 eV. The frontier orbital gap comes out at 8.24 eV.

The molecule's natural (NBO) atomic charges, reported in e, are given here:
1 H 0.333
2 N -0.653
3 C 0.394
4 N -0.821
5 C 0.370
6 O -0.674
7 N -0.229
8 N -0.707
9 H 0.401
10 H 0.393
11 H 0.484
12 H 0.312
13 H 0.397

=====

The energy of each structure relative to the most stable one, in eV, is as follows: a 0.310; b 0.653; c 0.000.

=====

--- a ---
C5H5NS | ωB97M-V with the def2-TZVPD basis set

ORCA input file:
```
! RIJCOSX wB97M-V def2-TZVPD def2/J DEFGRID3
* xyz 0 1
C 1.53 -2.46 0.41
C 0.72 -1.57 0.22
C -0.14 -0.38 0.07
N -1.34 -0.33 0.68
C 0.34 0.64 -0.64
C -0.16 1.95 -0.75
S -1.64 2.69 -0.23
H 2.39 -3.20 0.62
H -1.92 0.55 0.68
H -1.67 -1.11 1.11
H 1.37 0.57 -1.00
H 0.52 2.65 -1.17
*
```

The SMILES is C#C/C(N)=C/C=S. The calculation puts the LUMO energy at -0.778 eV. The frontier orbital gap comes out at 7.68 eV.

The molecule's natural (NBO) atomic charges, reported in e, are given here:
1 C -0.162
2 C -0.082
3 C 0.230
4 N -0.734
5 C -0.394
6 C -0.193
7 S -0.187
8 H 0.268
9 H 0.439
10 H 0.392
11 H 0.228
12 H 0.197

=====

--- b ---
C5H5NS | ωB97M-V with the def2-TZVPD basis set

ORCA input file:
```
! RIJCOSX wB97M-V def2-TZVPD def2/J DEFGRID3
* xyz 0 1
C 0.80 -2.52 -1.77
C 0.51 -1.58 -1.07
C 0.08 -0.48 -0.24
C -1.40 -0.40 -0.06
C -2.11 0.69 -0.34
N 1.00 0.27 0.25
S 0.75 1.55 1.30
H 1.06 -3.32 -2.40
H -1.88 -1.32 0.27
H -3.20 0.69 -0.22
H -1.66 1.59 -0.70
H -0.55 1.54 1.50
*
```

The SMILES is C#C/C(C=C)=N/S. The calculation puts the LUMO energy at 0.171 eV. The frontier orbital gap comes out at 8.92 eV.

The molecule's natural (NBO) atomic charges, reported in e, are given here:
1 C -0.173
2 C -0.053
3 C 0.133
4 C -0.243
5 C -0.351
6 N -0.508
7 S 0.240
8 H 0.235
9 H 0.225
10 H 0.210
11 H 0.205
12 H 0.081

=====

The energy of each structure relative to the most stable one, in eV, is as follows: a 0.000; b 0.531.

=====

--- a ---
C3H10N2O | ωB97M-V with the def2-TZVPD basis set

ORCA input file:
```
! RIJCOSX wB97M-V def2-TZVPD def2/J DEFGRID3
* xyz -1 2
C -0.22 1.30 -0.87
N -1.24 0.25 -0.79
C -1.32 -0.50 0.49
O -0.45 -0.72 1.45
C 1.23 0.89 -0.60
N 1.63 -0.33 -1.33
H -0.48 2.11 -0.15
H -0.33 1.80 -1.84
H -0.19 -3.83 7.08
H -2.35 -0.50 0.85
H -0.91 -1.08 -0.54
H -0.52 -3.20 7.18
H 1.91 1.69 -0.94
H 1.33 0.61 0.46
H 2.61 -0.55 -1.42
H 1.10 -1.14 -1.03
*
```

Its expectation value of S² is 0.76. The calculation puts the LUMO energy (alpha / beta) at 4.409 / 4.384 eV. The frontier orbital gap (alpha / beta) comes out at 5.40 / 7.60 eV.

The molecule's natural (NBO) atomic charges, reported in e, are given here:
1 C -0.248
2 N -0.643
3 C 0.119
4 O -0.827
5 C -0.245
6 N -0.884
7 H 0.151
8 H 0.164
9 H -0.005
10 H 0.101
11 H 0.231
12 H 0.005
13 H 0.160
14 H 0.210
15 H 0.345
16 H 0.367

=====

--- b ---
C3H10N2O | ωB97M-V with the def2-TZVPD basis set

ORCA input file:
```
! RIJCOSX wB97M-V def2-TZVPD def2/J DEFGRID3
* xyz -1 2
C 1.28 -0.32 -0.15
N 0.54 0.00 -1.36
C -0.85 -0.61 -1.37
O -0.90 -1.78 -0.67
C 0.75 0.45 1.05
N 0.73 1.85 0.64
H 1.25 -1.42 0.11
H 2.31 -0.08 -0.31
H -2.40 -0.94 0.99
H -1.12 -0.72 -2.43
H -1.56 0.14 -0.95
H -2.80 -0.37 1.26
H 1.34 0.19 1.96
H -0.27 0.13 1.28
H 0.52 1.03 -1.30
H 1.15 2.46 1.25
*
```

Its expectation value of S² is 0.75. The calculation puts the LUMO energy (alpha / beta) at 4.228 / 3.146 eV. The frontier orbital gap (alpha / beta) comes out at 6.64 / 5.54 eV.

The molecule's natural (NBO) atomic charges, reported in e, are given here:
1 C -0.224
2 N -0.690
3 C 0.120
4 O -0.949
5 C -0.327
6 N -0.464
7 H 0.233
8 H 0.158
9 H 0.071
10 H 0.087
11 H 0.049
12 H -0.092
13 H 0.149
14 H 0.242
15 H 0.352
16 H 0.285

=====

The energy of each structure relative to the most stable one, in eV, is as follows: a 0.898; b 0.000.

=====

--- a ---
C2H9NOS2 | ωB97M-V with the def2-TZVPD basis set

ORCA input file:
```
! RIJCOSX wB97M-V def2-TZVPD def2/J DEFGRID3
* xyz 0 1
N 1.51 -0.73 0.04
C 0.09 -1.14 0.10
C -0.79 0.06 0.47
S -2.38 -0.09 -0.38
S -3.76 0.37 1.09
H 1.81 -0.52 0.99
H 2.04 -1.56 -0.19
H -0.11 -1.92 0.83
H -0.25 -1.51 -0.85
H -0.30 0.92 0.04
H -0.81 0.20 1.56
H -3.92 1.67 0.82
O 2.14 1.76 -1.43
H 2.84 1.57 -2.07
H 1.89 0.90 -1.04
*
```

The SMILES is NCCSS.O. The calculation puts the LUMO energy at 0.554 eV. The frontier orbital gap comes out at 9.71 eV.

The molecule's natural (NBO) atomic charges, reported in e, are given here:
1 N -0.842
2 C -0.228
3 C -0.559
4 S 0.104
5 S -0.132
6 H 0.360
7 H 0.365
8 H 0.176
9 H 0.196
10 H 0.225
11 H 0.231
12 H 0.125
13 O -0.976
14 H 0.462
15 H 0.491

=====

--- b ---
C2H9NOS2 | ωB97M-V with the def2-TZVPD basis set

ORCA input file:
```
! RIJCOSX wB97M-V def2-TZVPD def2/J DEFGRID3
* xyz 0 1
C 1.34 1.12 -1.90
S 2.31 0.98 -0.40
S 1.20 1.94 1.04
H 0.32 0.75 -1.80
H 1.81 0.39 -2.55
H 1.30 2.13 -2.31
H 0.54 0.86 1.45
N -0.40 -1.84 0.96
C -1.60 -1.04 0.97
O -1.64 0.04 0.06
H -0.24 -2.23 0.04
H 0.46 -1.44 1.32
H -2.39 -1.72 0.68
H -1.81 -0.74 2.00
H -1.19 0.80 0.46
*
```

The SMILES is CSS.NCO. The calculation puts the LUMO energy at 0.412 eV. The frontier orbital gap comes out at 9.80 eV.

The molecule's natural (NBO) atomic charges, reported in e, are given here:
1 C -0.766
2 S 0.103
3 S -0.128
4 H 0.239
5 H 0.232
6 H 0.223
7 H 0.098
8 N -0.857
9 C 0.073
10 O -0.734
11 H 0.363
12 H 0.360
13 H 0.171
14 H 0.155
15 H 0.467

=====

--- c ---
C2H9NOS2 | ωB97M-V with the def2-TZVPD basis set

ORCA input file:
```
! RIJCOSX wB97M-V def2-TZVPD def2/J DEFGRID3
* xyz 0 1
N -2.63 0.56 -0.68
C -1.32 1.03 -0.14
C -0.08 0.29 -0.74
S 1.31 0.91 0.22
S 2.42 -0.85 -0.05
H -3.36 1.28 -0.76
H -2.57 0.39 -1.66
H -1.36 0.98 1.02
H -1.15 2.14 -0.18
H 0.11 0.65 -1.78
H -0.24 -0.81 -0.79
H 3.43 -0.54 0.79
O -2.68 -1.72 1.15
H -2.81 -1.01 0.49
H -3.50 -2.19 0.96
*
```

The SMILES is NCCSS.O. The calculation puts the LUMO energy at 0.446 eV. The frontier orbital gap comes out at 8.64 eV.

The molecule's natural (NBO) atomic charges, reported in e, are given here:
1 N -0.857
2 C -0.243
3 C -0.561
4 S 0.102
5 S -0.149
6 H 0.373
7 H 0.357
8 H 0.212
9 H 0.185
10 H 0.215
11 H 0.247
12 H 0.143
13 O -0.962
14 H 0.484
15 H 0.455

=====

The energy of each structure relative to the most stable one, in eV, is as follows: a 0.000; b 0.290; c 0.714.